{
  "formula": "C33H72ClN4O17",
  "method": "the ωB97M-V functional and the def2-TZVPD basis",
  "symbols": ["Cl", "O", "O", "O", "O", "C", "C", "O", "C", "O", "O", "H", "H", "H", "H", "C", "C", "O", "C", "O", "O", "H", "H", "H", "H", "C", "C", "C", "C", "C", "C", "N", "O", "C", "C", "C", "H", "H", "H", "H", "H", "H", "H", "H", "H", "H", "H", "H", "H", "H", "H", "H", "H", "H", "H", "C", "O", "C", "C", "N", "C", "C", "O", "C", "H", "H", "H", "H", "H", "H", "H", "H", "H", "H", "H", "H", "H", "H", "H", "C", "O", "C", "C", "N", "C", "C", "O", "C", "H", "H", "H", "H", "H", "H", "H", "H", "H", "H", "H", "H", "H", "H", "H", "C", "O", "C", "C", "N", "C", "C", "O", "C", "H", "H", "H", "H", "H", "H", "H", "H", "H", "H", "H", "H", "H", "H", "H"],
  "xyz": [[-0.732, -0.763, 0.790], [-1.272, 0.532, 1.182], [-0.176, -0.603, -0.554], [0.259, -1.170, 1.753], [-1.852, -1.651, 0.742], [-0.360, 3.567, 2.794], [-0.367, 2.061, 3.014], [0.909, 1.775, 2.527], [1.468, 2.748, 1.850], [2.481, 2.671, 1.117], [0.791, 3.832, 1.915], [-0.330, 4.096, 3.747], [-1.274, 3.823, 2.257], [-1.224, 1.707, 2.441], [-0.419, 1.836, 4.079], [-4.357, -0.824, -0.469], [-3.968, 0.539, 0.111], [-3.711, 1.323, -0.949], [-4.061, 0.653, -2.135], [-3.964, 1.155, -3.277], [-4.221, -0.625, -1.852], [-5.389, -1.069, -0.215], [-3.755, -1.685, -0.177], [-3.091, 0.448, 0.751], [-4.799, 0.948, 0.686], [3.763, -1.460, -1.008], [3.441, -2.430, 0.110], [4.594, -3.450, 0.209], [5.827, -3.009, 1.022], [5.234, -2.427, 2.381], [4.247, -1.255, 2.301], [3.163, -1.635, 1.402], [2.287, -0.553, 1.275], [3.819, -1.002, 3.764], [5.083, -0.016, 1.732], [2.238, -3.280, -0.387], [4.821, -1.199, -1.052], [3.230, -0.510, -0.977], [3.545, -1.845, -2.004], [4.326, -4.468, 0.494], [4.998, -3.605, -0.791], [6.528, -2.370, 0.484], [6.350, -3.942, 1.234], [5.977, -2.270, 3.162], [4.755, -3.261, 2.895], [4.593, -0.526, 4.365], [2.929, -0.374, 3.721], [3.524, -1.881, 4.336], [4.527, 0.707, 1.134], [5.494, 0.595, 2.536], [5.823, -0.365, 1.013], [1.359, -2.636, -0.440], [1.902, -4.085, 0.267], [2.404, -3.655, -1.397], [1.445, -0.900, 1.578], [-6.545, -2.868, 6.452], [-5.860, -2.835, 5.245], [-4.413, -2.866, 5.352], [-3.944, -2.997, 3.868], [-4.340, -1.752, 3.195], [-4.106, -1.833, 1.757], [-4.828, -2.975, 1.007], [-5.091, -2.646, -0.385], [-5.113, -3.696, -1.329], [-7.560, -2.477, 6.388], [-6.057, -2.291, 7.238], [-6.634, -3.895, 6.804], [-4.198, -3.730, 5.982], [-3.917, -2.008, 5.806], [-4.355, -3.906, 3.430], [-2.857, -2.906, 3.871], [-5.330, -1.757, 3.394], [-3.024, -1.721, 1.679], [-4.460, -0.884, 1.356], [-5.799, -3.353, 1.327], [-4.212, -3.870, 1.093], [-6.061, -4.218, -1.456], [-4.399, -4.517, -1.254], [-4.964, -3.289, -2.329], [4.005, 2.576, -4.072], [2.570, 2.645, -3.952], [2.086, 3.390, -5.119], [0.582, 3.582, -5.038], [-0.026, 2.430, -4.348], [-1.522, 2.541, -4.103], [-1.998, 1.424, -3.225], [-0.856, 0.769, -2.665], [-1.177, -0.618, -2.611], [4.346, 1.842, -3.342], [4.406, 3.589, -4.045], [4.369, 2.235, -5.041], [2.317, 2.759, -5.977], [2.531, 4.381, -5.213], [0.289, 3.576, -6.088], [0.364, 4.553, -4.593], [0.021, 1.890, -5.200], [-2.079, 2.558, -5.040], [-1.887, 3.458, -3.639], [-2.688, 0.754, -3.739], [-2.493, 1.838, -2.346], [-0.368, -1.104, -2.065], [-1.220, -1.008, -3.628], [-2.071, -0.816, -2.019], [-1.870, 4.079, -1.868], [-1.007, 2.939, -1.908], [-1.007, 2.282, -0.662], [0.425, 1.725, -0.418], [0.841, 0.795, -1.466], [2.211, 0.262, -1.198], [3.372, 1.204, -0.879], [3.263, 2.361, -1.731], [4.532, 3.134, -1.568], [-2.875, 3.727, -1.637], [-1.868, 4.607, -2.821], [-1.720, 4.873, -1.136], [-1.796, 1.536, -0.758], [-1.210, 2.877, 0.229], [0.332, 1.240, 0.554], [0.995, 2.646, -0.291], [0.438, -0.065, -1.122], [2.347, -0.219, -2.167], [2.185, -0.513, -0.432], [4.336, 0.709, -1.001], [3.385, 1.512, 0.167], [5.360, 2.535, -1.947], [4.725, 3.585, -0.595], [4.359, 3.994, -2.214]],
  "e_tot_ha": -3257.484345,
  "gap_ev": 5.15,
  "e_above_lowest_ev": 21.966,
  "e_lumo_ev": 2.21,
  "total_charge": -1
}